Record 1
Formula: C3H5NS2
Source: the Open Molecules 2025 dataset
Level of theory: ωB97M-V/def2-TZVPD

Properties
E_HOMO (spin up / spin down) ... -7.894 / -7.471 eV
Gap between HOMO and LUMO (spin up / spin down) ... 6.753 / 5.779 eV
ΔE to the lowest compared entry with this formula, charge and spin ... 4.497 eV

ORCA input file:
```
! wB97M-V def2-TZVPD RIJCOSX def2/J DEFGRID3
* xyz 0 1
C 0.847 0.066 1.382
C 0.629 0.021 -0.946
C -0.910 0.106 -0.650
N 1.298 0.199 0.271
S -1.483 1.659 -0.035
S -1.182 -1.365 0.451
H 1.147 0.192 2.359
H 0.921 -0.929 -1.260
H 1.193 0.667 -1.615
H -1.483 0.036 -1.570
H -0.977 -0.650 1.612
*
```

Atomic partial charges in e from the natural (NBO) method, atoms 1 to 4:
1 C 0.250
2 C -0.275
3 C -0.538
4 N -0.281

***

Record 2
Formula: C26H22F4MnN14O2
Source: the Open Molecules 2025 dataset
Level of theory: ωB97M-V/def2-TZVPD

Properties
E_HOMO (spin up / spin down) ... -16.106 / -16.211 eV
Gap between HOMO and LUMO (spin up / spin down) ... 6.139 / 6.148 eV
ΔE to the lowest compared entry with this formula, charge and spin ... 0.000 eV

ORCA input file:
```
! wB97M-V def2-TZVPD RIJCOSX def2/J DEFGRID3
* xyz 3 5
Mn -1.178 -0.094 -1.041
N 1.876 1.063 -1.943
C 2.400 -0.283 -2.139
C 3.242 -0.693 -0.914
C 3.875 -2.084 -0.894
C 4.979 -2.379 -1.903
N 4.440 -2.586 -3.250
C 5.160 -2.574 -4.365
N 4.558 -2.749 -5.545
N 6.473 -2.355 -4.330
C 1.307 -1.304 -2.354
O 1.454 -2.332 -2.966
O 0.107 -1.045 -1.805
H 1.911 1.606 -2.796
H 2.393 1.556 -1.226
H 3.011 -0.345 -3.045
H 2.599 -0.609 -0.032
H 4.023 0.064 -0.800
H 3.108 -2.859 -0.976
H 4.327 -2.216 0.090
H 5.500 -3.283 -1.578
H 5.702 -1.560 -1.929
H 3.454 -2.816 -3.319
H 3.583 -2.993 -5.588
H 5.095 -2.860 -6.389
H 6.978 -2.342 -3.461
H 7.020 -2.358 -5.175
N -1.471 3.181 -0.589
C -2.627 2.560 -0.820
N -3.733 3.273 -0.739
C -4.876 2.647 -1.029
N -6.004 3.316 -0.945
N -4.974 1.333 -1.428
C -3.855 0.700 -1.458
N -2.620 1.219 -1.147
C -3.821 -0.720 -1.871
C -4.929 -1.444 -2.234
C -4.748 -2.775 -2.605
C -3.474 -3.317 -2.606
C -2.398 -2.529 -2.232
N -2.580 -1.254 -1.867
H -1.507 4.177 -0.429
H -0.576 2.753 -0.748
H -5.993 4.289 -0.677
H -6.876 2.876 -1.196
H -5.901 -0.971 -2.227
H -5.599 -3.377 -2.896
H -3.301 -4.342 -2.901
H -1.377 -2.884 -2.242
F 1.995 1.677 5.213
C 0.676 1.610 5.246
C 0.028 1.820 6.414
F 0.729 2.081 7.485
C -1.427 1.783 6.522
C -2.115 1.415 5.291
C -1.441 1.187 4.148
F -2.108 0.844 3.040
C -0.022 1.308 4.033
C 0.632 1.143 2.826
C 0.001 0.823 1.607
N -0.237 0.659 0.484
C 2.047 1.230 2.607
N 3.149 1.236 2.286
F -3.419 1.299 5.289
C -2.088 2.090 7.674
C -3.519 2.094 7.778
N -4.663 2.128 7.863
C -1.428 2.472 8.886
N -0.950 2.820 9.870
*
```

Atomic partial charges in e from the Löwdin method, atoms 1 to 4:
1 Mn 1.105
2 N 0.068
3 C -0.306
4 C -0.134

***

Record 3
Formula: C32H49BrNO14Si2
Source: the Open Molecules 2025 dataset
Level of theory: ωB97M-V/def2-TZVPD

Properties
E_HOMO ... -3.558 eV
Gap between HOMO and LUMO ... 4.894 eV

ORCA input file:
```
! wB97M-V def2-TZVPD RIJCOSX def2/J DEFGRID3
* xyz -1 1
C -1.733 -3.254 -1.740
C -1.504 -3.533 -3.237
C -2.740 -3.301 -4.097
C -3.174 -1.844 -4.061
N -4.509 -1.669 -4.710
Si -5.837 -1.187 -3.684
Br -5.521 -1.834 -1.563
C -6.183 0.686 -3.806
O -5.686 1.487 -2.721
C -4.326 1.451 -2.571
C -3.832 1.272 -1.281
C -2.466 1.212 -1.037
C -1.566 1.328 -2.096
C -2.062 1.532 -3.374
C -3.430 1.602 -3.625
O -7.199 -1.864 -4.287
Si -8.284 -2.852 -3.426
C -9.776 -3.345 -4.513
O -10.625 -3.970 -3.838
O -9.802 -3.045 -5.713
H -1.408 -2.257 -1.463
H -2.790 -3.367 -1.508
H -1.198 -3.992 -1.148
H -0.660 -2.945 -3.595
H -1.212 -4.576 -3.344
H -2.447 -3.505 -5.125
H -3.549 -3.973 -3.828
H -2.455 -1.292 -4.664
H -3.110 -1.420 -3.061
H -4.404 -0.909 -5.372
H -7.262 0.786 -3.782
H -5.838 1.062 -4.770
H -4.531 1.165 -0.467
H -2.124 1.063 -0.026
H -0.516 1.256 -1.877
H -1.367 1.622 -4.194
H -3.801 1.749 -4.627
H -7.601 -4.094 -2.992
H -8.808 -2.117 -2.250
O 1.698 1.390 -2.444
C 2.157 1.174 -1.355
O 2.111 -0.048 -0.784
C 2.634 0.019 0.557
C 3.518 1.257 0.580
C 2.806 2.169 -0.418
H 1.794 0.094 1.251
H 3.186 -0.893 0.769
H 3.629 1.684 1.574
H 4.512 1.008 0.205
H 2.030 2.764 0.057
H 3.491 2.813 -0.956
O 3.527 -0.582 3.610
C 2.670 -1.388 3.830
O 1.358 -1.076 3.898
C 0.594 -2.239 4.280
C 1.463 -3.431 3.909
C 2.869 -2.867 4.106
H 0.403 -2.188 5.350
H -0.356 -2.236 3.752
H 1.249 -4.317 4.504
H 1.311 -3.684 2.859
H 3.219 -2.985 5.133
H 3.592 -3.292 3.416
O 5.384 1.112 -2.771
C 5.247 1.748 -3.772
O 5.686 3.025 -3.896
C 5.275 3.569 -5.161
C 5.023 2.360 -6.055
C 4.544 1.320 -5.044
H 4.372 4.162 -5.003
H 6.062 4.219 -5.537
H 4.317 2.562 -6.858
H 5.961 2.032 -6.506
H 3.468 1.374 -4.873
H 4.825 0.306 -5.312
O 2.769 5.162 0.031
C 2.787 5.409 1.198
O 2.560 4.463 2.144
C 2.537 5.059 3.451
C 3.317 6.360 3.310
C 3.014 6.754 1.864
H 1.496 5.227 3.734
H 2.986 4.368 4.160
H 3.034 7.110 4.046
H 4.384 6.165 3.421
H 2.097 7.339 1.780
H 3.834 7.281 1.388
O 1.424 -5.420 8.154
C 1.325 -4.250 8.368
O 0.847 -3.377 7.443
C 0.946 -2.028 7.939
C 1.002 -2.162 9.455
C 1.719 -3.500 9.626
H 1.852 -1.574 7.529
H 0.084 -1.457 7.601
H 1.499 -1.324 9.939
H -0.009 -2.232 9.857
H 2.804 -3.387 9.634
H 1.398 -4.043 10.509
*
```

Atomic partial charges in e from the Löwdin method, atoms 1 to 4:
1 C -0.108
2 C -0.260
3 C -0.220
4 C -0.311

***

Record 4
Formula: C35H24BeClN2O2P
Source: the Open Molecules 2025 dataset
Level of theory: ωB97M-V/def2-TZVPD

Properties
E_HOMO ... -7.144 eV
Gap between HOMO and LUMO ... 6.325 eV

ORCA input file:
```
! wB97M-V def2-TZVPD RIJCOSX def2/J DEFGRID3
* xyz 0 1
Be -0.138 1.593 0.059
Cl 3.637 4.446 -4.996
C 2.873 3.517 -3.735
C 3.213 2.163 -3.570
C 2.637 1.412 -2.582
C 1.674 1.965 -1.706
O 1.154 1.224 -0.774
C 1.336 3.331 -1.898
C 0.411 3.967 -1.021
N -0.250 3.307 -0.139
C -1.084 3.899 0.827
C -1.660 5.134 0.809
C -2.484 5.540 1.884
C -2.736 4.707 2.934
C -2.164 3.411 2.965
C -2.412 2.456 3.976
C -1.834 1.228 3.889
C -0.982 0.937 2.804
N -0.709 1.795 1.853
C -1.320 3.025 1.917
C 1.956 4.093 -2.909
H 3.941 1.721 -4.238
H 2.895 0.372 -2.450
H 0.305 5.051 -1.084
H -1.521 5.791 -0.039
H -2.932 6.525 1.861
H -3.383 5.017 3.745
H -3.076 2.703 4.796
H -2.019 0.462 4.630
H -0.542 -0.045 2.721
H 1.693 5.138 -3.030
O -2.531 1.563 -0.850
C -1.684 0.778 -0.419
C -2.230 -0.634 -0.092
C -3.557 -0.651 0.334
C -4.196 -1.812 0.738
C -3.491 -3.002 0.709
C -2.175 -3.013 0.266
C -1.506 -1.846 -0.128
P 0.045 -2.046 -1.153
C 0.308 -3.876 -1.218
C 0.726 -4.629 -0.117
C 0.941 -5.991 -0.232
C 0.750 -6.627 -1.457
C 0.344 -5.891 -2.557
C 0.123 -4.521 -2.434
C 1.573 -1.670 -0.178
C 2.740 -1.800 -0.935
C 3.988 -1.592 -0.370
C 4.098 -1.233 0.969
C 2.948 -1.098 1.730
C 1.701 -1.319 1.157
H -4.077 0.299 0.331
H -5.230 -1.787 1.061
H -3.955 -3.933 1.015
H -1.673 -3.969 0.226
H 0.896 -4.137 0.834
H 1.266 -6.561 0.630
H 0.921 -7.692 -1.547
H 0.203 -6.377 -3.514
H -0.198 -3.947 -3.296
H 2.666 -2.074 -1.983
H 4.877 -1.699 -0.979
H 5.071 -1.068 1.414
H 3.018 -0.819 2.775
H 0.821 -1.208 1.775
*
```

Atomic partial charges in e from the natural (NBO) method, atoms 1 to 4:
1 Be 1.604
2 Cl -0.012
3 C -0.095
4 C -0.171